# 1
Molecular formula: C30H66BBr12N3OP
Method: DFT, ωB97M-V with the def2-TZVPD basis set

The geometry in XYZ format:
```
114
Properties=species:S:1:pos:R:3
C -7.28 3.29 1.49
C -6.04 3.80 1.89
C -4.99 4.21 0.99
P -3.53 2.74 0.92
C -2.65 3.66 2.37
C -2.11 1.44 0.72
C -0.68 1.76 1.15
N 0.30 0.80 0.54
C -4.56 1.96 -0.54
C -4.44 0.45 -0.82
C -3.60 0.00 -2.03
C -4.02 0.71 -3.32
C -3.84 -1.54 -2.19
C -2.64 -2.41 -1.81
C -2.45 -2.37 -0.31
C -2.20 -3.44 0.45
C -2.93 -3.66 1.77
C -1.19 -4.49 0.09
N -4.48 1.70 2.07
C -3.98 1.16 3.30
C -4.43 1.88 4.59
B -2.64 3.91 -0.43
N -1.86 3.41 -1.63
O -2.74 5.32 -0.39
H -7.96 3.93 0.92
H -7.59 2.26 1.63
H -5.85 3.94 2.95
H -5.38 4.41 -0.02
H -4.56 5.15 1.33
H -3.36 4.19 3.00
H -1.97 4.43 1.99
H -2.08 3.04 3.06
H -2.36 0.48 1.18
H -1.99 1.21 -0.34
H -0.55 1.64 2.23
H -0.33 2.76 0.86
H -0.17 -0.09 0.46
H 0.47 1.12 -0.41
H -5.61 2.15 -0.31
H -4.39 2.54 -1.45
H -4.16 -0.13 0.05
H -5.45 0.09 -1.06
H -2.53 0.09 -1.84
H -3.36 1.56 -3.51
H -5.06 1.05 -3.30
H -3.89 0.06 -4.19
H -4.65 -1.85 -1.53
H -4.16 -1.79 -3.21
H -1.75 -2.13 -2.39
H -2.86 -3.44 -2.08
H -2.52 -1.40 0.18
H -2.62 -2.97 2.56
H -3.99 -3.52 1.61
H -2.76 -4.67 2.13
H -1.61 -5.50 -0.05
H -0.69 -4.21 -0.83
H -0.44 -4.54 0.88
H -5.18 1.12 1.65
H -2.89 1.04 3.36
H -4.37 0.14 3.42
H -5.52 1.92 4.62
H -4.07 1.30 5.44
H -4.00 2.87 4.68
H -0.94 3.85 -1.57
H -2.30 3.88 -2.41
H -1.86 5.72 -0.37
Br 1.27 4.98 -2.62
C 1.51 4.15 -4.35
C 0.79 2.82 -4.42
Br 1.72 1.47 -3.39
H 2.58 4.06 -4.50
H 1.09 4.84 -5.08
H 0.76 2.46 -5.44
H -0.21 2.87 -4.01
Br 1.26 -1.85 -1.97
C 2.00 -2.12 -0.20
C 3.12 -1.17 0.07
Br 4.76 -1.70 -0.86
H 2.28 -3.17 -0.14
H 1.18 -1.92 0.49
H 3.38 -1.17 1.12
H 2.90 -0.16 -0.25
Br 3.44 -5.48 -4.05
C 4.37 -5.46 -2.34
C 3.85 -6.52 -1.41
Br 2.13 -6.01 -0.65
H 4.27 -4.46 -1.94
H 5.42 -5.66 -2.58
H 4.51 -6.64 -0.56
H 3.70 -7.48 -1.90
Br 1.77 -6.25 4.12
C 2.68 -4.54 4.17
C 3.38 -4.23 2.87
Br 5.01 -5.26 2.65
H 3.37 -4.57 5.01
H 1.91 -3.80 4.37
H 3.69 -3.19 2.84
H 2.75 -4.45 2.01
Br 5.80 2.71 -4.00
C 6.76 2.77 -2.31
C 6.32 1.68 -1.37
Br 4.59 2.07 -0.58
H 6.60 3.76 -1.89
H 7.81 2.64 -2.56
H 7.01 1.59 -0.54
H 6.22 0.72 -1.86
Br 8.46 -1.20 -0.40
C 10.08 -0.97 0.65
C 9.78 -0.29 1.96
Br 9.46 1.62 1.72
H 10.77 -0.41 0.03
H 10.47 -1.97 0.82
H 10.64 -0.36 2.62
H 8.91 -0.70 2.45
```

- charge = -1
- gap between HOMO and LUMO (eV) = 4.14
- electronic energy (hartree) = -32676.41459
- F_max (eV Å⁻¹) = 2.6

---

# 2
Molecular formula: C30H66Br12N6O6
Method: DFT, ωB97M-V with the def2-TZVPD basis set

The geometry in XYZ format:
```
120
Properties=species:S:1:pos:R:3
C 2.83 -1.27 2.87
N 4.14 -1.59 2.37
C 4.22 -1.87 0.94
C 5.21 -1.68 3.19
O 6.32 -2.03 2.86
H 2.87 -0.76 3.84
H 2.20 -2.16 2.95
H 2.30 -0.56 2.21
H 5.24 -2.13 0.65
H 3.49 -2.66 0.76
H 3.95 -1.00 0.35
H 4.98 -1.42 4.24
C -2.63 -2.17 -4.80
N -2.48 -2.85 -3.52
C -1.38 -3.79 -3.46
C -3.37 -2.71 -2.51
O -3.25 -3.19 -1.40
H -1.72 -1.61 -5.00
H -3.47 -1.49 -4.76
H -2.83 -2.93 -5.57
H -0.41 -3.30 -3.47
H -1.48 -4.44 -2.59
H -1.46 -4.42 -4.36
H -4.22 -2.07 -2.81
C -2.80 3.87 0.98
N -1.54 4.42 0.64
C -0.45 4.18 1.55
C -1.43 5.30 -0.38
O -0.41 5.85 -0.72
H -3.58 4.13 0.26
H -3.12 4.14 1.99
H -2.77 2.77 0.96
H -0.77 4.28 2.60
H -0.10 3.14 1.46
H 0.39 4.85 1.40
H -2.39 5.52 -0.87
C 4.34 -0.16 -2.67
N 5.63 -0.34 -3.31
C 5.62 -0.94 -4.61
C 6.76 0.17 -2.76
O 7.82 0.30 -3.33
H 3.87 -1.14 -2.60
H 3.74 0.57 -3.24
H 4.40 0.21 -1.65
H 6.56 -1.41 -4.89
H 4.91 -1.78 -4.61
H 5.32 -0.27 -5.42
H 6.60 0.49 -1.72
C 3.77 4.74 0.48
N 3.42 3.38 0.79
C 3.44 3.01 2.18
C 2.99 2.51 -0.15
O 2.38 1.50 0.09
H 3.91 4.88 -0.60
H 4.68 5.04 0.99
H 2.97 5.45 0.73
H 2.56 3.41 2.72
H 3.37 1.93 2.32
H 4.33 3.43 2.64
H 3.33 2.78 -1.16
C -6.54 -0.01 3.69
N -6.03 -0.55 2.47
C -4.67 -0.18 2.16
C -6.79 -1.29 1.61
O -6.45 -1.61 0.48
H -6.02 -0.41 4.57
H -7.59 -0.26 3.83
H -6.52 1.08 3.61
H -4.61 0.91 2.11
H -3.96 -0.56 2.90
H -4.39 -0.63 1.20
H -7.75 -1.57 2.09
Br 0.94 -8.57 0.83
C 1.76 -7.07 -0.04
C 1.18 -5.74 0.32
Br -0.74 -5.67 -0.10
H 1.72 -7.19 -1.12
H 2.82 -7.09 0.21
H 1.61 -4.96 -0.30
H 1.21 -5.54 1.39
Br 1.68 -2.24 -1.44
C -0.13 -1.73 -1.01
C -0.07 -0.30 -0.54
Br -1.75 0.23 0.24
H -0.51 -2.37 -0.21
H -0.78 -1.84 -1.87
H 0.16 0.39 -1.35
H 0.69 -0.12 0.21
Br 2.63 1.58 5.35
C 0.73 1.81 5.00
C 0.21 0.87 3.92
Br -1.67 1.34 3.72
H 0.54 2.84 4.74
H 0.22 1.64 5.94
H 0.24 -0.16 4.27
H 0.70 1.08 2.97
Br -6.86 1.20 -3.25
C -5.69 0.97 -1.72
C -4.40 1.70 -1.83
Br -3.36 1.10 -3.35
H -5.55 -0.09 -1.54
H -6.28 1.33 -0.88
H -3.77 1.48 -0.97
H -4.50 2.78 -1.88
Br -0.42 -3.48 2.82
C -2.22 -2.91 2.37
C -3.24 -3.27 3.39
Br -2.90 -2.50 5.15
H -2.47 -3.40 1.43
H -2.15 -1.84 2.21
H -3.34 -4.34 3.53
H -4.23 -2.92 3.09
Br 2.60 6.01 -4.56
C 2.10 4.32 -3.76
C 1.05 3.67 -4.62
Br 0.19 2.21 -3.65
H 1.75 4.52 -2.76
H 3.00 3.71 -3.69
H 1.55 3.17 -5.45
H 0.28 4.35 -4.94
```

- charge = 0
- gap between HOMO and LUMO (eV) = 9.31
- energy relative to the best compared isomer or geometry (same formula, charge and spin) (kcal per mole) = 0.00
- electronic energy (hartree) = -32850.86632
- F_max (eV Å⁻¹) = 1.4
- SMILES = CN(C)C=O.CN(C)C=O.CN(C)C=O.CN(C)C=O.CN(C)C=O.CN(C)C=O.BrCCBr.BrCCBr.BrCCBr.BrCCBr.BrCCBr.BrCCBr